(1)
Molecular formula: C37H25AsBrCl2NO2ReSe3Te
Method: DFT, ωB97M-V/def2-TZVPD

F_max = 0.00353 hartree/bohr
Energy above the lowest of the compared OMol25 structures with the same formula, charge and spin = 8.5 kJ/mol
Net charge = 0
<S²> = 3.780
Molar mass = 1292.0 g mol⁻¹
Multiplicity = 4

Element x y z (Å)
Re -0.306 -1.437 0.188
Br -0.157 -2.013 2.697
C -2.010 -1.744 3.100
C -2.428 -2.001 4.369
C -3.789 -1.807 4.678
C -4.643 -1.368 3.709
C -4.195 -1.105 2.391
C -5.102 -0.659 1.401
C -4.653 -0.418 0.137
C -3.294 -0.612 -0.190
C -2.339 -1.053 0.702
C -2.828 -1.296 2.040
H -1.734 -2.350 5.121
H -4.145 -2.011 5.679
H -5.692 -1.217 3.933
H -6.144 -0.523 1.666
H -5.342 -0.086 -0.633
H -2.997 -0.396 -1.205
Se -0.129 -0.977 -2.254
Se -2.099 -0.939 -3.554
Te -2.806 -3.264 -2.862
Se -4.610 -3.715 -4.349
Cl -1.389 -6.172 -0.931
C 0.180 -5.449 -0.956
C 1.285 -6.211 -1.364
C 2.539 -5.670 -1.387
Cl 3.887 -6.649 -1.884
C 2.753 -4.325 -1.007
C 4.006 -3.671 -0.994
C 4.078 -2.365 -0.603
C 2.904 -1.687 -0.231
N 1.725 -2.265 -0.237
C 1.630 -3.576 -0.610
C 0.314 -4.130 -0.563
O -0.687 -3.394 -0.146
H 1.132 -7.240 -1.659
H 4.891 -4.215 -1.292
H 5.020 -1.835 -0.580
H 2.933 -0.647 0.070
O 0.385 0.449 0.721
As 0.709 1.893 -0.078
C -0.670 2.515 -1.232
C -0.388 3.172 -2.423
C -1.438 3.617 -3.213
C -2.749 3.403 -2.809
C -3.020 2.751 -1.614
C -1.979 2.307 -0.815
C 0.876 3.150 1.354
C 1.044 4.502 1.076
C 1.164 5.404 2.121
C 1.109 4.952 3.434
C 0.933 3.604 3.705
C 0.816 2.693 2.664
C 2.414 1.849 -0.954
C 3.538 2.151 -0.189
C 4.803 2.016 -0.742
C 4.942 1.590 -2.056
C 3.820 1.302 -2.821
C 2.552 1.429 -2.274
H 0.635 3.324 -2.747
H -1.231 4.121 -4.147
H -3.565 3.737 -3.437
H -4.042 2.570 -1.307
H -2.185 1.772 0.104
H 1.077 4.854 0.050
H 1.293 6.458 1.913
H 1.199 5.659 4.249
H 0.883 3.258 4.729
H 0.669 1.638 2.856
H 3.431 2.483 0.836
H 5.678 2.245 -0.147
H 5.930 1.486 -2.487
H 3.929 0.967 -3.844
H 1.680 1.171 -2.861

=====

(2)
Molecular formula: C17H12ClN3O7SSe4V
Method: DFT, ωB97M-V/def2-TZVPD

F_max = 0.01323 hartree/bohr
Energy above the lowest of the compared OMol25 structures with the same formula, charge and spin = 45.1 kJ/mol
Net charge = -1
<S²> = 2.040
Molar mass = 804.6 g mol⁻¹
Multiplicity = 3

Element x y z (Å)
V 2.120 -0.077 -2.129
O -1.425 -4.656 -2.198
C -2.166 -3.593 -1.906
O -3.368 -3.647 -1.893
C -1.439 -2.329 -1.594
C -2.022 -1.159 -1.137
Cl -3.642 -0.813 -0.811
N -1.052 -0.216 -1.010
N 0.133 -0.731 -1.379
C -0.081 -1.991 -1.712
C 1.135 -2.745 -2.121
O 1.110 -3.952 -2.301
O 2.200 -2.012 -2.230
C -1.143 1.080 -0.406
C -1.782 1.189 0.824
C -1.855 2.437 1.423
C -1.258 3.536 0.825
C -0.588 3.401 -0.385
C -0.537 2.167 -1.021
H -0.451 -4.460 -2.210
H -2.160 0.307 1.333
H -2.341 2.528 2.386
H -1.301 4.503 1.310
H -0.124 4.259 -0.854
H -0.066 2.095 -1.996
Se 4.049 1.484 -2.471
Se 4.118 1.756 -4.787
Se 2.745 -0.048 -5.273
Se 0.823 0.632 -4.155
N 2.540 0.622 -0.078
C 1.800 0.247 1.118
C 1.425 -1.060 1.378
C 0.475 -1.297 2.367
C -0.066 -0.240 3.085
C 0.433 1.038 2.912
C 1.352 1.288 1.917
S -1.548 -0.408 4.079
O -1.172 0.075 5.396
O -1.895 -1.814 3.998
O -2.460 0.483 3.358
H 2.413 1.628 -0.178
H 3.544 0.496 0.055
H 1.799 -1.868 0.756
H 0.077 -2.289 2.538
H 0.008 1.844 3.495
H 1.646 2.309 1.683